1.
# C6H15N3

C6H15N3 as an isolated structure at a distorted geometry (wB97M-V/def2-TZVPD, OMol25).

Geometry (Å):
C1 -1.15695 -0.07681 1.40756
C2 2.10137 -0.26441 -1.16940
C3 0.04832 -0.45523 2.19637
C4 -1.91613 -1.01488 0.68738
N1 2.67550 0.59347 -0.14858
H1 -1.50490 0.94405 1.50145
H2 2.30553 1.53734 -0.19663
H3 2.48107 0.23608 0.77693
H4 2.58057 -1.24541 -1.11630
H5 2.34789 0.15483 -2.14889
H6 -0.24514 -0.79511 3.19985
H7 -2.95479 -0.75857 0.49735
H8 0.58731 -1.27840 1.72246
H9 0.73064 0.38631 2.32746
H10 -1.82289 -2.04796 1.02326
H11 -1.25175 -1.28170 -0.45099
C5 -0.26394 1.20814 -1.02453
N2 -1.56303 1.17476 -1.56700
C6 0.60240 -0.49648 -1.14019
N3 -0.06905 -1.48868 -1.30126
H12 -1.66967 0.49113 -2.30651
H13 -2.29683 1.05508 -0.88418
H14 -0.18849 1.81818 -0.13201
H15 0.44297 1.60427 -1.75361

Gap between HOMO and LUMO (alpha / beta) ... 6.912 / 7.003 eV
Max |F| ... 2.98 eV/Å
Molecular weight ... 129.2 g/mol
Net charge ... 0
Total energy ... -401.70394 a.u.
Highest occupied orbital energy (alpha / beta) ... -7.113 / -7.135 eV
Relative energy (zero: lowest compared OMol25 entry of this formula, charge and spin) ... 115.0 kcal/mol

Partial charges, Löwdin, in e: -0.19 -0.27 -0.10 -0.13 0.01 0.10 0.06 0.05 0.11 0.11 0.09 0.08 0.08 0.07 0.09 0.09 -0.21 -0.01 -0.37 0.08 0.08 0.05 0.07 0.08

2.
# C6H15N3

A 2-piece molecular cluster, C6H15N3 overall at a distorted geometry (wB97M-V/def2-TZVPD, OMol25).

Geometry (Å):
H1 -3.08277 2.26332 1.55371
N1 -2.98480 1.28411 1.28825
C1 -2.64818 1.10930 0.07289
N2 -2.23063 2.06997 -0.80662
C2 -2.16054 -0.24915 -0.27620
N3 -1.63838 -0.47542 -1.42336
H2 -1.73693 -1.44038 -1.73166
H3 -2.39583 3.03563 -0.60480
H4 -2.01150 1.75374 -1.73738
H5 -2.29999 -0.98763 0.51113
C3 2.99196 -0.97759 0.63487
C4 1.51488 -0.96867 0.26500
C5 1.28318 -0.94959 -1.20021
C6 0.79607 0.33462 1.13217
H6 3.49472 -1.86203 0.23170
H7 3.12728 -0.96395 1.71580
H8 3.48615 -0.10945 0.19900
H9 0.97434 -1.80193 0.72227
H10 1.94120 -0.26295 -1.72819
H11 0.18062 -0.61119 -1.42935
H12 1.38640 -1.93368 -1.65220
H13 -0.28295 0.27407 1.14107
H14 1.19897 1.32999 0.96524
H15 1.09672 0.13886 2.15684

Gap between HOMO and LUMO ... 9.820 eV
Structure (SMILES) ... [H]/N=C(N)/C=N/[H].CC(C)C
Max |F| ... 3.67 eV/Å
Molecular weight ... 129.2 g/mol
Net charge ... 0
Total energy ... -401.81666 a.u.
Highest occupied orbital energy ... -9.478 eV
Relative energy (zero: lowest compared OMol25 entry of this formula, charge and spin) ... 44.3 kcal/mol

Partial charges, Löwdin, in e: 0.05 0.12 -0.52 0.13 -0.19 0.07 0.08 0.09 0.08 0.12 -0.11 -0.43 -0.12 -0.03 0.07 0.07 0.08 0.12 0.07 0.05 0.07 0.01 0.06 0.05

3.
# C6H15N3O2

A 2-piece molecular cluster, C6H15N3O2 overall at a distorted geometry (wB97M-V/def2-TZVPD, OMol25).

Geometry (Å):
C1 -2.14232 -0.84609 -1.91262
C2 3.29295 0.40192 -0.92757
C3 -0.03899 1.46183 1.85038
C4 2.07546 -0.49614 -0.49883
C5 1.31441 1.03670 1.17336
C6 -2.56508 -1.10119 -0.40794
N1 -3.88430 -1.16984 -0.28021
N2 -1.69182 -0.82896 0.52759
N3 0.99097 0.27430 -0.04134
O1 -2.96539 -1.11050 -2.78615
O2 -1.08142 -0.23398 -2.00447
H1 3.80143 0.90865 -0.04018
H2 4.11196 -0.26859 -1.28415
H3 3.11613 0.98154 -1.83228
H4 -0.21519 2.26186 2.52170
H5 -1.00327 1.45866 1.23663
H6 -0.36922 0.58119 2.49158
H7 2.27028 -1.29731 0.29335
H8 1.66066 -1.00917 -1.43714
H9 1.87678 0.37343 1.85553
H10 1.97796 1.92302 1.05285
H11 -4.34114 -1.36913 0.58403
H12 -4.24366 -1.49858 -1.17903
H13 -0.73986 -0.60732 0.21052
H14 -1.90398 -0.77799 1.60319
H15 0.69666 0.95171 -0.76882

Gap between HOMO and LUMO ... 9.274 eV
Max |F| ... 3.80 eV/Å
Molecular weight ... 161.2 g/mol
Net charge ... 0
Total energy ... -552.32941 a.u.
Highest occupied orbital energy ... -8.920 eV
Relative energy (zero: lowest compared OMol25 entry of this formula, charge and spin) ... 20.2 kcal/mol

Partial charges, Löwdin, in e: -0.66 -0.10 -0.10 -0.31 -0.26 -0.27 0.19 0.18 -0.16 0.01 0.01 0.08 0.07 0.07 0.04 0.08 0.06 0.13 0.13 0.11 0.11 0.11 0.12 0.07 0.17 0.13

4.
# C6H15N3O2S

One molecule with the formula C6H15N3O2S at a distorted geometry (wB97M-V/def2-TZVPD, OMol25).

Geometry (Å):
C1 0.42895 2.12900 -1.02347
N1 -0.00710 1.94400 0.35722
C2 -0.45608 3.09003 1.15020
S1 -1.10210 0.70882 0.47926
N2 -2.28993 1.01517 -0.44353
O1 -1.46069 0.36148 1.83778
N3 -0.04620 -0.72517 -0.14837
C3 1.04906 -0.82484 0.81313
C4 1.84743 -1.99732 0.36793
O2 1.11169 -3.15930 0.12427
C5 0.18671 -2.96034 -0.94820
C6 -0.84842 -1.87044 -0.55205
H1 0.31544 1.20043 -1.49575
H2 -0.26061 2.77967 -1.42202
H3 1.51818 2.50590 -0.91880
H4 -0.69426 2.58025 2.13970
H5 0.46794 3.84110 1.07474
H6 -1.24719 3.64656 0.68950
H7 -3.19938 0.84292 -0.38057
H8 0.56265 -0.98152 1.79531
H9 1.50159 0.15601 0.53749
H10 2.29881 -1.71848 -0.59323
H11 2.79497 -2.33510 0.92225
H12 -0.26336 -3.88157 -1.20187
H13 0.59494 -2.56445 -1.77148
H14 -1.25552 -1.47944 -1.52351
H15 -1.54752 -2.30335 0.13407

Gap between HOMO and LUMO ... 9.981 eV
Structure (SMILES) ... CN(C)[S@](=N)(=O)N1CCOCC1
Max |F| ... 7.46 eV/Å
Molecular weight ... 193.3 g/mol
Net charge ... 0
Total energy ... -950.37258 a.u.
Highest occupied orbital energy ... -9.140 eV
Relative energy (zero: lowest compared OMol25 entry of this formula, charge and spin) ... 27.8 kcal/mol

Partial charges, Löwdin, in e: -0.10 -0.41 -0.09 0.72 -0.13 -0.33 -0.22 -0.20 -0.23 -0.11 -0.16 -0.17 0.05 0.05 0.13 0.10 0.13 0.06 -0.05 0.12 0.12 0.12 0.15 0.12 0.07 0.13 0.11

5.
# C6H15N3PdSe2Te2

C6H15N3PdSe2Te2 as an isolated structure (wB97M-V/def2-TZVPD, OMol25).

Geometry (Å):
Pd1 -0.98756 -0.89206 -1.01536
C1 0.67528 1.68764 -0.93592
C2 1.53623 0.59858 -1.57880
N1 1.35332 -0.71643 -0.96363
C3 1.88166 -0.93371 0.38027
C4 0.99370 -0.36035 1.49614
N2 -0.42011 -0.63949 1.27985
C5 -1.35369 0.42313 1.62565
C6 -1.23158 1.63436 0.67849
N3 -0.72094 1.27349 -0.66210
H1 1.13026 1.99987 0.00242
H2 0.68810 2.56141 -1.59109
H3 1.25417 0.49593 -2.62707
H4 2.58278 0.93110 -1.53887
H5 1.71464 -1.42986 -1.58104
H6 1.92479 -2.01410 0.52213
H7 2.89641 -0.53068 0.49435
H8 1.34764 -0.78563 2.43998
H9 1.12459 0.71804 1.58255
H10 -0.68980 -1.54603 1.65422
H11 -2.35316 -0.00136 1.53235
H12 -1.23878 0.77623 2.65929
H13 -2.21942 2.08193 0.57292
H14 -0.58370 2.39871 1.11458
H15 -1.33708 1.62593 -1.38686
Se1 -2.43603 -0.32813 -3.00143
Te1 -3.62440 -1.59174 -1.14151
Te2 -1.37423 -3.40362 -1.09313
Se2 -0.53308 -4.03314 1.08163

Gap between HOMO and LUMO (alpha / beta) ... 5.476 / 5.623 eV
Max |F| ... 0.37 eV/Å
Molecular weight ... 648.7 g/mol
Net charge ... 0
Total energy ... -5868.68838 a.u.
Highest occupied orbital energy (alpha / beta) ... -6.606 / -6.410 eV

Partial charges, Löwdin, in e: 0.08 -0.18 -0.20 -0.14 -0.20 -0.19 -0.14 -0.21 -0.18 -0.15 0.10 0.12 0.11 0.12 0.11 0.09 0.12 0.12 0.10 -0.01 0.08 0.12 0.12 0.11 0.04 -0.17 0.21 0.26 -0.24

6.
# C6H15N4O

C6H15N4O as an isolated structure at a distorted geometry (wB97M-V/def2-TZVPD, OMol25).

Geometry (Å):
C1 -0.57548 -1.17053 0.85898
C2 0.69013 -0.59020 0.31320
C3 -1.24566 -0.44357 -0.28921
C4 3.33815 0.98261 -0.40493
C5 -3.71745 -0.84119 -0.61029
C6 3.26706 -0.41381 0.09775
N1 -0.00868 0.03411 -0.71578
N2 -1.28514 1.76446 0.86041
N3 -2.35937 -0.45328 -1.02811
N4 1.94218 -0.84002 0.68002
O1 0.22332 0.70413 -1.73270
H1 -0.63155 -2.22500 0.97885
H2 -0.92815 -0.84404 1.85842
H3 3.15820 1.70277 0.38977
H4 4.22373 1.26402 -0.87348
H5 2.47426 1.01242 -1.12897
H6 -3.54489 -1.79627 -0.02966
H7 -4.11807 -0.09503 -0.03144
H8 -4.34569 -1.18547 -1.45645
H9 3.91470 -0.69916 0.79522
H10 3.51970 -1.04674 -0.80749
H11 -1.32128 2.24914 1.77624
H12 -0.34249 1.78721 0.38947
H13 -2.42386 0.29207 -1.63409
H14 2.05048 -1.44561 1.45103
H15 -1.95413 2.29699 0.29324

Gap between HOMO and LUMO (alpha / beta) ... 8.028 / 8.029 eV
Max |F| ... 4.67 eV/Å
Molecular weight ... 159.2 g/mol
Net charge ... +1
Total energy ... -531.50395 a.u.
Highest occupied orbital energy (alpha / beta) ... -11.957 / -11.957 eV
Relative energy (zero: lowest compared OMol25 entry of this formula, charge and spin) ... 81.9 kcal/mol

Partial charges, Löwdin, in e: 0.01 -0.13 -0.15 -0.06 0.00 -0.18 -0.23 0.06 0.10 0.16 -0.03 0.12 0.14 0.09 0.07 0.08 0.12 0.06 0.11 0.07 0.15 0.06 0.06 0.12 0.15 0.05

7.
# C6H15N5

An isolated ion of composition C6H15N5 and charge +2 at a distorted geometry (wB97M-V/def2-TZVPD, OMol25).

Geometry (Å):
C1 2.84011 -0.58571 -0.15201
C2 1.80500 0.29577 0.42279
C3 1.43670 -0.10415 1.82575
N1 0.46496 0.11338 -0.47976
N2 0.74834 0.26390 -1.94267
C4 -0.50654 1.16865 -0.26900
C5 -1.77510 0.61436 -0.09281
N3 -3.09940 1.32486 -0.08750
C6 -1.60375 -0.81754 -0.03287
N4 -2.53705 -1.77521 0.05120
N5 -0.08775 -1.15023 -0.40594
H1 2.58593 -1.59953 0.06327
H2 2.94505 -0.39068 -1.21483
H3 3.71470 -0.46053 0.45441
H4 2.06262 1.31625 0.31426
H5 1.89586 -1.08170 2.02731
H6 0.39234 -0.16954 2.07095
H7 2.08202 0.58790 2.36849
H8 1.32577 -0.54542 -2.15935
H9 1.11598 1.16869 -2.03774
H10 -0.21275 2.09263 -0.55976
H11 -3.07758 1.64099 -1.14298
H12 -3.21280 2.20285 0.60484
H13 -3.75181 0.51665 -0.02167
H14 -3.23631 -1.86494 0.69991
H15 -2.31455 -2.76167 -0.30427

Gap between HOMO and LUMO (alpha / beta) ... 8.154 / 8.159 eV
Structure (SMILES) ... CC(C)[N@+]1(N)C=C([NH3+])C(N)=N1
Max |F| ... 7.63 eV/Å
Molecular weight ... 157.2 g/mol
Net charge ... +2
Total energy ... -510.57575 a.u.
Highest occupied orbital energy (alpha / beta) ... -17.250 / -17.254 eV
Relative energy (zero: lowest compared OMol25 entry of this formula, charge and spin) ... 110.3 kcal/mol

Partial charges, Löwdin, in e: -0.03 -0.29 -0.02 -0.33 0.18 0.10 -0.12 0.25 -0.14 0.19 0.19 0.09 0.09 0.12 0.14 0.10 0.08 0.11 0.11 0.09 0.12 0.24 0.27 0.17 0.09 0.19

8.
# C6H15N5O2

An isolated ion of composition C6H15N5O2 and charge +2 at a distorted geometry (wB97M-V/def2-TZVPD, OMol25).

Geometry (Å):
N1 -1.05875 -0.34290 1.06079
N2 -0.67076 0.49402 0.09526
C1 0.53211 0.48030 -0.38441
C2 1.29673 -0.81552 -0.43799
O1 0.94393 -1.44078 -1.43089
N3 2.15200 -1.15516 0.50183
C3 2.26169 -0.32737 1.68547
N4 1.20893 -0.65618 2.60600
C4 3.53994 0.31375 2.01275
O2 2.44749 1.00810 1.42420
C5 -1.71607 1.17661 -0.66152
C6 -2.25164 0.19228 -1.71553
N5 -1.22277 -0.25339 -2.69677
H1 -0.29541 -0.64414 1.71885
H2 -1.94948 -0.13960 1.49430
H3 0.82077 1.22188 -1.11664
H4 2.66756 -2.02608 0.42847
H5 1.13203 0.07563 3.31033
H6 1.39246 -1.53264 3.08800
H7 3.76536 0.58256 3.03759
H8 4.39529 0.16651 1.36524
H9 -1.30735 2.07579 -1.12567
H10 -2.54054 1.47703 -0.00965
H11 -3.07109 0.67937 -2.25174
H12 -2.65114 -0.69780 -1.22307
H13 -0.85622 0.53193 -3.25051
H14 -1.65715 -0.90770 -3.36239
H15 -0.39553 -0.78336 -2.25731

Gap between HOMO and LUMO ... 9.556 eV
Structure (SMILES) ... N/[N+](=C\C(=O)N[C@@]1(N)CO1)CC[NH3+]
Max |F| ... 1.23 eV/Å
Molecular weight ... 189.2 g/mol
Net charge ... +2
Total energy ... -661.21932 a.u.
Highest occupied orbital energy ... -17.341 eV
Relative energy (zero: lowest compared OMol25 entry of this formula, charge and spin) ... 2.8 kcal/mol

Partial charges, Löwdin, in e: 0.18 -0.13 0.08 -0.41 0.10 0.23 -0.54 0.13 0.03 0.04 -0.06 -0.10 0.20 0.09 0.15 0.17 0.20 0.14 0.14 0.14 0.14 0.15 0.15 0.15 0.15 0.18 0.19 0.12

Q: Which value of total energy does entry 4 give?
A: -950.37258 a.u.